1.
Here is 2 unconnected molecules or ions with the total composition C6H13NO2 from OMol25. Energies are from ωB97M-V/def2-TZVPD.

For the HOMO energy (spin up / spin down), the calculation gives -8.79 / -8.03 eV. As for the net charge: 0. The calculation puts the gap between HOMO and LUMO (spin up / spin down) at 9.16 / 8.13 eV.

Element x y z (Å)
O1 0.924 -0.708 1.266
H1 -1.496 -1.491 -1.094
H2 -1.702 1.896 -0.864
C1 2.100 -1.250 1.376
H3 -0.006 2.144 -0.060
C2 2.493 -0.214 -2.131
C3 -1.935 -0.724 -0.421
C4 -0.795 1.500 -0.614
H4 1.721 -0.605 -1.401
H5 -2.439 -1.336 0.375
C5 -0.909 0.244 0.200
H6 -2.401 1.162 1.551
H7 -0.687 1.286 2.203
O2 3.121 0.814 -1.926
C6 -1.384 0.633 1.657
N1 0.386 -0.325 0.066
H8 2.869 -0.945 -2.890
H9 2.542 -1.238 2.340
H10 -1.722 -0.185 2.350
H11 -0.467 1.278 -1.591
H12 2.574 -1.696 0.483
H13 -2.788 -0.242 -0.874

---

2.
Here is a single C6H13NO2 molecule from OMol25. Energies are from ωB97M-V/def2-TZVPD.

For the HOMO energy, the calculation gives -10.77 eV. The SMILES is CCCCCC[N+](=O)[O-]. As for the net charge: 0. The calculation puts the gap between HOMO and LUMO at 11.14 eV.

Element x y z (Å)
H1 0.650 -0.438 1.748
C1 3.342 -0.400 -0.742
H2 0.572 -1.110 0.075
O1 -2.374 -0.341 1.080
O2 -2.088 -1.515 -0.726
H3 -0.569 2.651 -0.236
H4 2.821 -1.641 0.963
C2 -1.516 0.798 -0.864
H5 -0.971 1.587 1.088
H6 3.089 -1.125 -1.529
C3 2.605 -0.602 0.600
C4 1.058 -0.342 0.676
H7 4.409 -0.565 -0.566
H8 -2.425 1.303 -0.961
H9 1.278 1.876 0.754
H10 1.545 1.262 -0.749
H11 3.020 0.103 1.295
C5 0.843 1.139 0.142
C6 -0.612 1.590 0.026
H12 -0.955 0.444 -1.770
H13 3.224 0.634 -1.214
N1 -2.044 -0.461 -0.107

---

3.
Here is a single C6H13NO2 molecule from OMol25. Energies are from ωB97M-V/def2-TZVPD.

For the HOMO energy, the calculation gives -9.08 eV. The SMILES is C[C@@H]1C(C)(C)O[C@@]1(N)O. As for the net charge: 0. The calculation puts the gap between HOMO and LUMO at 9.95 eV.

Element x y z (Å)
H1 -2.857 0.408 0.591
C1 -1.078 -1.665 0.377
H2 2.665 -0.154 0.793
H3 -0.977 -2.039 1.398
C2 -1.885 0.638 1.025
O1 0.433 2.216 -1.013
C3 0.595 0.299 0.544
C4 1.712 -0.678 0.830
H4 -1.678 1.699 0.906
O2 -0.744 0.225 -1.282
H5 1.747 -1.473 0.088
H6 1.226 -0.422 -2.453
C5 -0.806 -0.184 0.366
H7 1.597 -1.123 1.820
C6 0.471 0.814 -1.042
H8 -0.375 -2.192 -0.262
H9 -0.200 2.482 -1.693
H10 -2.088 -1.863 0.025
H11 1.964 1.084 -2.406
H12 0.662 1.187 1.170
N1 1.528 0.347 -1.870
H13 -1.911 0.394 2.089

---

4.
Here is a single C6H13NO2 molecule from OMol25. Energies are from ωB97M-V/def2-TZVPD.

For the HOMO energy, the calculation gives -9.39 eV. The SMILES is C=C[C@@](C)(ON)OCC. As for the net charge: 0. The calculation puts the gap between HOMO and LUMO at 10.43 eV.

Element x y z (Å)
H1 2.447 0.704 -1.661
H2 0.522 1.013 2.491
O1 1.433 1.025 0.749
H3 0.697 2.508 1.785
H4 -1.429 0.924 -2.700
H5 -1.032 -2.423 0.331
N1 0.420 1.532 1.629
C1 -0.535 0.514 -2.257
H6 -0.805 1.411 -0.357
O2 0.481 -1.078 0.339
H7 -1.740 0.303 1.563
H8 -2.707 -1.188 1.685
H9 2.962 -0.490 -0.440
H10 -1.668 -1.089 -0.549
C2 -0.212 0.766 -0.997
C3 0.925 0.116 -0.234
C4 -1.697 -0.788 1.596
H11 0.042 -0.152 -2.878
C5 2.152 -0.184 -1.101
H12 1.921 -1.003 -1.780
C6 -1.063 -1.334 0.329
H13 -1.112 -1.089 2.456

---

5.
Here is 2 unconnected molecules or ions with the total composition C6H13NO2 from OMol25. Energies are from ωB97M-V/def2-TZVPD.

For the HOMO energy, the calculation gives -8.95 eV. The SMILES is C=C(O)[C@@H](C)N.CC=O. As for the net charge: 0. The calculation puts the gap between HOMO and LUMO at 9.64 eV.

Element x y z (Å)
H1 -2.184 -1.293 -1.667
C1 -1.433 -0.849 0.228
H2 -1.453 -2.159 1.639
H3 -1.478 0.114 2.115
C2 1.620 -0.420 -1.702
H4 2.674 1.338 -1.096
O1 2.384 -1.232 -1.247
H5 1.535 1.559 -2.461
H6 -1.580 1.780 0.346
H7 1.261 -0.413 0.828
H8 -1.493 0.401 -1.455
H9 0.742 -0.743 -2.295
H10 0.969 0.291 2.441
N1 -0.673 1.439 0.646
O2 -1.743 -2.085 0.721
C3 -0.809 0.107 1.224
H11 0.504 -1.384 2.096
H12 -0.308 2.083 1.344
C4 0.569 -0.381 1.675
H13 0.910 1.348 -0.829
C5 -1.723 -0.556 -1.033
C6 1.709 1.054 -1.516

---

6.
Here is 2 unconnected molecules or ions with the total composition C6H13NO2S from OMol25. Energies are from ωB97M-V/def2-TZVPD.

For the HOMO energy, the calculation gives -8.75 eV. As for the net charge: 0. The calculation puts the gap between HOMO and LUMO at 9.26 eV.

Element x y z (Å)
H1 -0.386 -2.219 0.962
C1 1.873 0.349 0.053
H2 -2.491 -0.221 -2.849
H3 2.538 0.882 0.921
H4 -2.168 2.564 -0.894
O1 -2.933 -0.294 -2.005
H5 0.319 1.289 2.251
O2 -2.893 -0.496 0.352
H6 2.660 -0.312 -0.588
C2 1.322 1.299 -0.982
C3 0.153 0.236 1.829
H7 1.495 -3.837 0.505
C4 0.805 -0.354 0.783
H8 -3.238 1.927 0.284
S1 -2.108 0.196 -0.637
H9 2.062 1.381 -1.654
H10 -0.548 -0.366 2.339
H11 0.361 0.795 -1.421
N1 -2.766 1.809 -0.584
H12 1.026 2.256 -0.473
C5 0.610 -1.864 0.711
C6 1.621 -2.706 0.584
H13 2.687 -2.314 0.516

---

7.
Here is 2 unconnected molecules or ions with the total composition C6H13NO3 from OMol25. Energies are from ωB97M-V/def2-TZVPD.

For the HOMO energy (spin up / spin down), the calculation gives -9.58 / -10.01 eV. As for the net charge: 0. The calculation puts the gap between HOMO and LUMO (spin up / spin down) at 7.93 / 7.88 eV.

Element x y z (Å)
H1 1.808 0.296 1.600
H2 0.130 -1.595 -1.999
C1 0.741 0.460 1.707
C2 0.348 0.379 -1.101
H3 -0.266 -0.256 -3.106
O1 -1.334 0.327 0.626
H4 -1.381 -0.707 -1.804
H5 2.375 1.008 -0.659
H6 0.332 -0.096 2.555
O2 -2.104 -3.654 3.553
H7 -1.271 1.711 -0.963
C3 1.840 0.321 -1.325
H8 0.214 -1.090 0.398
C4 -0.100 -0.018 0.467
C5 -0.212 1.789 -1.226
H9 2.113 0.570 -2.355
N1 -2.495 -2.486 3.462
H10 0.268 2.409 -0.454
H11 -0.098 2.250 -2.225
C6 -0.331 -0.597 -2.059
H12 2.228 -0.690 -1.122
H13 0.506 1.504 1.931
O3 -3.312 -1.836 4.099

---

8.
Here is a molecular structure, C6H13NO3 from OMol25. Energies are from ωB97M-V/def2-TZVPD.

For the HOMO energy, the calculation gives -8.80 eV. As for the net charge: 0. The calculation puts the gap between HOMO and LUMO at 9.37 eV.

Element x y z (Å)
C1 -0.980 1.142 0.201
O1 1.408 -0.369 -2.062
C2 -1.821 -1.062 1.094
H1 -2.874 -0.799 1.219
H2 0.117 1.193 0.594
O2 2.675 1.441 -0.774
H3 -0.846 1.749 -0.692
H4 -1.670 1.604 0.904
H5 2.599 1.072 -1.682
C3 -1.843 -0.594 -1.401
N1 1.839 0.576 -0.042
H6 2.399 1.177 1.867
O3 0.381 -1.126 -0.171
H7 3.436 -0.074 1.147
C4 2.406 0.271 1.259
H8 -1.293 -0.839 2.019
H9 -1.817 -1.667 -1.583
H10 -1.746 -2.128 0.891
H11 1.790 -0.492 1.727
H12 -1.281 -0.099 -2.192
C5 1.251 -0.442 -0.847
C6 -1.246 -0.277 -0.055
H13 -2.883 -0.256 -1.419

---

9.
Here is a molecular structure, C6H13NO3 from OMol25. Energies are from ωB97M-V/def2-TZVPD.

For the HOMO energy, the calculation gives -8.25 eV. As for the net charge: 0. The calculation puts the gap between HOMO and LUMO at 8.97 eV.

Element x y z (Å)
H1 -1.061 -1.915 0.598
H2 -0.547 0.846 -2.439
H3 0.582 -0.572 2.722
O1 1.428 1.141 -0.577
N1 0.222 -0.562 0.651
H4 1.521 0.630 1.770
C1 -1.132 0.191 0.693
H5 1.516 -0.418 -2.733
H6 -1.998 2.086 0.976
C2 0.828 0.111 -0.810
H7 -0.864 1.611 2.249
H8 1.938 -1.102 1.703
C3 1.129 -0.382 1.801
H9 -1.458 -0.541 -1.806
C4 -1.038 0.432 -1.559
H10 2.268 -1.323 -1.419
O2 -0.070 -1.928 0.508
C5 1.320 -0.927 -1.791
O3 -2.105 -0.535 0.842
H11 -0.238 2.156 0.681
C6 -1.039 1.610 1.171
H12 0.621 -1.742 -1.943
H13 -1.824 1.134 -1.288

---

10.
Here is a molecular structure, C6H13NO3 from OMol25. Energies are from ωB97M-V/def2-TZVPD.

For the HOMO energy, the calculation gives -8.40 eV. As for the net charge: 0. The calculation puts the gap between HOMO and LUMO at 8.74 eV.

Element x y z (Å)
H1 -1.281 0.408 2.070
C1 1.970 0.181 -0.511
C2 1.045 -0.219 0.838
H2 1.018 1.922 1.071
H3 -2.083 1.533 0.513
H4 -1.468 -1.603 0.913
C3 -0.354 -1.375 -0.820
C4 -1.095 1.140 -0.249
H5 1.824 -0.507 1.650
H6 1.099 -2.371 0.520
O1 -2.108 -1.028 0.632
O2 -0.920 1.918 -1.422
C5 0.147 1.108 0.917
H7 -0.093 2.785 -1.207
C6 -1.494 -0.375 -0.463
O3 -0.468 0.949 2.302
N1 0.401 -1.499 0.167
H8 1.188 0.857 -1.122
H9 -0.006 -1.029 -1.879
H10 -0.931 -2.378 -1.085
H11 2.581 -0.619 -1.103
H12 -2.090 -0.633 -1.340
H13 3.119 0.834 -0.392

---

11.
Here is 2 unconnected molecules or ions with the total composition C6H13NO4P from OMol25. Energies are from ωB97M-V/def2-TZVPD.

For the HOMO energy, the calculation gives -5.54 eV. As for the net charge: -1. The calculation puts the gap between HOMO and LUMO at 9.22 eV.

Element x y z (Å)
H1 -3.275 1.393 -1.365
N1 1.674 0.239 -0.386
H2 -0.184 -1.932 -2.333
C1 -2.101 1.245 0.303
P1 -2.563 -0.467 0.526
H3 0.835 0.763 -0.496
C2 2.430 0.349 0.828
O1 -3.238 0.930 1.186
H4 0.915 -0.777 1.884
H5 0.794 -0.453 -2.886
O2 -1.640 -1.178 1.491
C3 1.158 -1.058 -0.781
O3 -1.616 2.320 -1.680
C4 0.214 -0.916 -2.057
H6 3.371 -0.226 0.593
C5 -2.341 1.727 -0.969
H7 0.459 -1.556 -0.064
H8 2.877 1.368 0.945
O4 -3.357 -1.220 -0.491
H9 2.340 -0.840 2.768
H10 1.914 -1.718 -1.039
C6 1.766 -0.177 2.151
H11 -0.548 -0.250 -1.834
H12 -1.300 1.742 0.865
H13 1.419 0.693 2.841

---

12.
Here is a single C6H13NOSi molecule from OMol25. Energies are from ωB97M-V/def2-TZVPD.

For the HOMO energy, the calculation gives -7.93 eV. The SMILES is C=C=C(N)O[Si](C)(C)C. As for the net charge: 0. The calculation puts the gap between HOMO and LUMO at 8.73 eV.

Element x y z (Å)
H1 1.136 -1.532 2.243
C1 1.818 -0.875 1.600
C2 -2.243 0.342 -0.638
C3 -1.817 0.304 0.586
H2 0.239 -1.808 -1.110
H3 1.904 2.453 0.420
Si1 0.938 0.066 0.312
H4 1.392 2.084 -1.205
C4 1.044 -0.988 -1.306
H5 1.964 -1.638 -1.233
H6 2.302 -0.174 2.343
N1 -2.583 -0.158 1.687
O1 -0.543 0.407 0.952
C5 -2.642 0.547 -1.843
H7 -2.076 -0.732 2.321
H8 -2.568 -0.291 -2.598
H9 -3.588 -0.623 1.570
H10 1.041 -0.462 -2.304
H11 2.793 1.364 -0.605
C6 1.804 1.678 -0.261
H12 -2.966 1.474 -2.214
H13 2.650 -1.438 1.282

---

What energy values result from the calculations? In sequence: -12011.8068; -12014.5729; -12017.2690; -12014.8469; -12016.8876; -22849.7040; -14059.2821; -14063.2411; -14061.3167; -14057.5446; -25403.4486; -17847.1094 eV.
What max |F| values result from the calculations? In sequence: 0.0680; 0.0469; 0.0648; 0.0564; 0.0077; 0.0941; 0.0682; 0.0536; 0.0341; 0.2965; 0.0832; 0.0709 hartree/bohr.
What ΔE to the lowest compared entry with this formula, charge and spin values result from the calculations? In sequence: 159.54; 95.75; 33.58; 89.43; 42.37; 82.75; 169.43; 78.13; 122.51; 209.49; 54.69; 68.88 kcal/mol.